Entry from the OMol25 dataset: C22H25F3N3O6PReSSeTe4 as an isolated structure (the ωB97M-V functional and the def2-TZVPD basis).

Calculated values
Frontier orbital gap (alpha / beta): 5.39 / 5.15 eV
⟨S²⟩: 0.89
Relative energy (zero: lowest compared OMol25 entry of this formula, charge and spin): 10.64 kcal/mol
E: -164902.811 eV
Multiplicity: 2
HOMO energy (alpha / beta): -7.111 / -6.941 eV

Positions of all 67 atoms, in Å:
Re -0.172 0.205 -0.245
Te -2.552 1.251 0.167
Te -3.445 2.148 -2.244
Te -3.131 -0.183 -3.536
Te -0.562 -0.610 -2.681
Se 3.777 -0.905 -3.519
N 4.839 -1.424 -2.199
C 4.107 -1.374 -1.113
C 4.575 -1.762 0.191
C 3.681 -1.696 1.194
C 2.347 -1.210 0.946
N 1.880 -0.798 -0.195
C 2.743 -0.918 -1.280
N 2.377 -0.630 -2.503
H 5.592 -2.104 0.323
H 3.927 -1.986 2.205
H 1.668 -1.178 1.783
F -3.477 -2.419 -0.228
C -2.723 -3.506 -0.155
F -3.173 -4.417 -1.011
F -2.781 -4.002 1.079
S -0.969 -3.123 -0.540
O -0.232 -4.303 -0.245
O -0.995 -2.764 -1.982
O -0.676 -1.950 0.289
C -1.257 4.921 0.370
C -0.281 3.975 1.031
O 0.713 3.555 0.076
P 0.700 2.265 -0.864
O 2.285 2.122 -1.106
C 3.131 3.271 -1.293
C 3.995 3.469 -0.069
O 0.185 3.027 -2.184
C 0.326 2.509 -3.498
C 0.239 3.658 -4.476
H -2.066 5.162 1.062
H -1.693 4.453 -0.515
H -0.767 5.846 0.066
H -0.777 3.103 1.450
H 0.280 4.462 1.829
H 2.524 4.154 -1.494
H 3.734 3.060 -2.179
H 3.385 3.763 0.785
H 4.737 4.248 -0.248
H 4.520 2.546 0.179
H -0.498 1.809 -3.703
H 1.274 1.969 -3.586
H -0.635 4.267 -4.247
H 0.141 3.282 -5.495
H 1.126 4.290 -4.422
C -1.971 -1.131 5.173
C -2.377 -1.371 3.845
C -1.688 -0.824 2.801
C -0.546 0.007 2.990
C 0.182 0.592 1.881
C 1.284 1.344 2.251
C 1.687 1.575 3.583
C 0.986 1.032 4.615
C -0.148 0.231 4.337
C -0.880 -0.348 5.405
H -2.522 -1.564 5.998
H -3.241 -1.994 3.647
H -2.017 -1.037 1.796
H 1.922 1.779 1.486
H 2.562 2.184 3.776
H 1.275 1.200 5.646
H -0.551 -0.150 6.419

natural (NBO) atomic charges, in units of e: number 1, Re, carries -0.1402; number 2, Te, carries 0.0707; number 3, Te, carries -0.0721; number 4, Te, carries -0.0568; number 5, Te, carries 0.7338; number 6, Se, carries 1.0094; number 7, N, carries -0.6027; number 8, C, carries 0.1305; number 9, C, carries -0.1471; number 10, C, carries -0.2416; number 11, C, carries 0.1607; number 12, N, carries -0.4666; number 13, C, carries 0.2642; number 14, N, carries -0.6571; number 15, H, carries 0.2388; number 16, H, carries 0.2387; number 17, H, carries 0.2410; number 18, F, carries -0.2999; number 19, C, carries 0.7204; number 20, F, carries -0.3026; number 21, F, carries -0.3052; number 22, S, carries 2.3660; number 23, O, carries -0.9020; number 24, O, carries -0.9915; number 25, O, carries -0.9754; number 26, C, carries -0.6350; number 27, C, carries -0.0565; number 28, O, carries -0.8657; number 29, P, carries 2.0513; number 30, O, carries -0.8675; number 31, C, carries -0.0632; number 32, C, carries -0.6288; number 33, O, carries -0.8478; number 34, C, carries -0.0595; number 35, C, carries -0.6215; number 36, H, carries 0.2189; number 37, H, carries 0.2185; number 38, H, carries 0.2097; number 39, H, carries 0.2081; number 40, H, carries 0.1884; number 41, H, carries 0.1941; number 42, H, carries 0.1805; number 43, H, carries 0.2203; number 44, H, carries 0.2164; number 45, H, carries 0.2102; number 46, H, carries 0.1804; number 47, H, carries 0.1805; number 48, H, carries 0.2263; number 49, H, carries 0.2158; number 50, H, carries 0.2087; number 51, C, carries -0.2146; number 52, C, carries -0.2093; number 53, C, carries -0.2091; number 54, C, carries -0.0253; number 55, C, carries -0.3475; number 56, C, carries -0.2227; number 57, C, carries -0.2331; number 58, C, carries -0.2098; number 59, C, carries -0.0786; number 60, C, carries -0.1859; number 61, H, carries 0.2114; number 62, H, carries 0.2126; number 63, H, carries 0.2148; number 64, H, carries 0.1838; number 65, H, carries 0.2051; number 66, H, carries 0.2072; number 67, H, carries 0.2047